A molecular structure, C17H37NSi4Sn at a distorted geometry, computed with wB97M-V/def2-TZVPD.

XYZ file:
```
60
Properties=species:S:1:pos:R:3:forces:R:3:nbo_charge:R:1
H -1.740141 -3.482660 -0.893836 0.4043 -0.1265 -0.3398 0.232
H -0.010320 -0.497135 3.743861 -0.5389 0.2118 -0.0304 0.235
C -1.445937 3.032391 -1.819011 -2.1596 1.3068 -1.2353 0.150
Si 0.056499 -0.547030 0.111577 0.4318 0.6214 -0.0093 -0.494
C -2.202710 4.057698 -2.305399 0.5233 -0.6753 0.1152 -0.550
H 1.947252 4.325524 -0.344444 -0.2930 -0.2963 0.2368 0.250
Si -0.594497 -1.510046 -1.833943 -0.4687 -0.1824 -0.7793 1.341
H -3.235799 4.211295 -1.970169 0.4767 -0.0486 -0.0866 0.195
H -1.520780 -3.495130 2.941799 0.3623 0.0980 -0.3804 0.240
H 0.934191 -0.251205 -3.326871 0.0524 -0.5464 -0.0451 0.235
C -0.001762 2.770753 -2.128941 -0.1805 -0.2934 -0.8373 -0.865
H 3.824768 -1.125965 2.334390 -0.4927 0.1600 0.0738 0.240
H 0.134449 1.846270 -2.719371 -0.1823 0.5197 -0.1263 0.231
C -0.906606 -3.336376 -1.608024 -0.0610 -0.4657 0.0981 -1.120
C 0.051784 4.139384 0.845210 0.4484 0.9237 0.0768 -0.361
H -1.815298 4.706920 -3.095618 -0.1447 -0.2713 0.3218 0.203
H 3.267427 0.823201 -0.628248 0.1580 -0.3914 -0.1440 0.228
Si -1.259025 -1.335552 1.778377 -0.4198 -0.2430 0.5720 1.338
H -2.005663 0.319996 -2.706942 -0.2894 -0.4682 0.1561 0.253
H -2.979813 -0.840931 -1.718572 0.2759 0.1995 -0.4473 0.236
H -0.953161 -3.747990 1.246937 0.1413 0.1471 0.5008 0.242
H -1.352312 0.638651 3.257840 0.2370 -0.4457 0.2791 0.230
H -3.300049 -0.144519 1.072442 -0.0398 -0.6194 0.0156 0.237
C 2.774539 -0.790957 2.215690 0.1720 0.0250 0.3738 -1.118
H 3.104188 -0.541057 -1.773575 0.1796 0.1614 0.4030 0.243
H 2.755827 2.159845 1.066301 -0.4151 0.2454 0.0725 0.249
H 3.523258 -3.238129 0.388147 -0.5232 0.0068 -0.1085 0.238
H 2.134603 -1.348089 2.929247 0.3954 0.3344 -0.2084 0.234
C 2.460932 -2.983152 0.195298 0.1030 -0.4100 -0.0959 -1.119
C -0.342559 3.205789 1.843699 0.1884 0.0378 0.7318 -0.340
H 0.002738 -3.842294 -1.231783 -0.5298 0.0630 -0.1282 0.238
H 0.200060 -3.178755 2.516006 -0.4493 -0.1474 -0.1416 0.233
C 0.740850 2.299397 2.047194 0.4009 0.5402 1.0304 -0.343
Si 2.216822 -1.151846 0.468319 0.6177 -0.1932 0.0228 1.327
H -1.309800 3.176913 2.349280 0.3980 -0.0015 -0.2236 0.252
H 1.817347 -3.566943 0.879174 0.3229 0.1008 -0.4102 0.239
C 3.355847 -0.272352 -0.732296 0.2538 0.1872 -0.2070 -1.116
H -1.192366 -3.779900 -2.583858 0.1300 0.1346 0.5072 0.241
H 0.744404 1.449670 2.732196 -0.0212 0.3852 -0.3659 0.255
C -3.049586 -1.205777 1.280147 -0.4200 0.0142 -0.0641 -1.118
H 0.547383 3.621289 -2.552274 -0.1065 -0.3972 0.3399 0.242
C 1.799844 2.675476 1.174170 0.5340 0.4633 0.4857 -0.367
C 1.371292 3.805671 0.421103 0.3945 0.8814 1.0882 -0.304
H -2.845819 2.209615 -0.538115 0.6003 -0.0090 -0.0609 0.397
N -1.867906 2.118135 -0.822212 -3.2850 1.0922 -1.7150 -1.059
H 2.724461 0.287673 2.438179 0.0374 -0.4284 0.0987 0.231
C 0.704510 -1.321383 -3.161031 0.3443 -0.0168 -0.2687 -1.118
H 1.621866 -1.862584 -2.859847 -0.3050 0.3293 -0.2942 0.231
H 0.327468 -1.766977 -4.103964 0.2463 0.2724 0.3964 0.242
H -1.722519 -0.880600 4.150826 0.3406 0.2690 -0.2966 0.242
H 4.403275 -0.574671 -0.528814 -0.4425 0.2293 -0.1670 0.238
C -1.058070 -0.420877 3.391450 0.0188 0.2753 0.3699 -1.118
C -2.174290 -0.747223 -2.471224 -0.2802 0.1452 -0.2852 -1.116
H 2.220641 -3.236525 -0.855262 0.1251 -0.0735 0.5207 0.233
Sn -0.072010 2.011284 -0.157268 2.2987 -3.7126 0.0738 1.652
H -2.478838 -1.271125 -3.400084 0.0514 0.2279 0.4315 0.233
H -3.685981 -1.582952 2.106658 0.1826 0.2276 -0.4657 0.239
H -3.228765 -1.820928 0.378268 -0.1156 0.3720 0.3759 0.237
H -0.574319 4.925689 0.417944 0.2610 -0.3368 0.1846 0.264
C -0.841825 -3.118896 2.149267 0.0557 -0.4091 0.0150 -1.117
```
Forces are in eV/Å.

2S+1: 1
Charge: 0
Kohn-Sham gap (eV): 7.95
Energy (eV): -57060.2151
HOMO energy (eV): -7.480